(1)
Below is C7H8BaF3NO5S as an isolated structure at a distorted geometry, with properties calculated with ωB97M-V with the def2-TZVPD basis set.

Each line ends with the Mulliken charge.
Element x y z (Å)
Ba (2.323, 0.118, 1.304)  1.776
S (-2.040, 1.221, 0.412)  1.183
F (3.493, 1.924, -0.104)  -0.197
F (1.458, 1.810, 1.076)  -0.287
F (2.069, 3.522, -0.157)  -0.136
O (1.627, 1.711, -1.250)  -0.175
O (-2.929, 2.171, -0.150)  -0.553
O (-1.449, 1.372, 1.715)  -0.605
O (0.479, -2.288, -0.349)  -0.306
O (-0.731, 1.171, -0.597)  -0.396
N (2.543, -2.789, 0.784)  -0.442
C (-1.671, -1.536, 0.506)  -1.038
C (1.353, 0.271, -1.318)  -1.315
C (1.451, -2.637, 0.403)  0.579
C (2.195, 2.255, -0.210)  0.564
C (-2.717, -0.414, 0.332)  -0.686
C (-0.269, -1.103, 0.136)  -0.463
C (-0.166, -0.038, -0.974)  1.201
H (1.632, -0.112, -2.296)  0.507
H (-1.940, -2.437, -0.046)  0.477
H (-3.358, -0.502, -0.544)  0.398
H (0.266, -0.789, 1.029)  0.297
H (-1.681, -1.813, 1.560)  0.362
H (-0.597, -0.479, -1.878)  0.421
H (-3.356, -0.423, 1.219)  0.440
H (2.015, -0.185, -0.602)  0.394

Values from the calculation:
* LUMO: -0.2826 Eh
* charge: +2
* E_tot: -1424.9584 a.u.



(2)
Below is C12H32AlB3ClMgO7S as an isolated structure at a distorted geometry, with properties calculated with ωB97M-V with the def2-TZVPD basis set.

Each line ends with the natural charge from an NBO analysis.
Element x y z (Å)
Cl (4.124, -0.365, -6.739)  -0.309
S (-0.609, -3.189, -1.937)  -0.120
Al (-2.341, -3.248, -0.050)  1.282
Mg (5.208, 1.705, -2.777)  1.512
O (-0.495, -0.970, -3.916)  -0.858
O (1.753, -1.625, -2.939)  -0.876
O (-1.200, 5.478, -0.977)  -0.946
O (1.120, 0.819, -2.974)  -0.930
O (-3.091, -2.768, 2.311)  -0.350
O (3.100, 2.227, -6.482)  -0.841
O (-0.599, -0.090, 3.270)  -0.529
C (-0.096, 1.624, 0.798)  -0.412
C (3.034, 2.563, -0.846)  -0.494
C (0.519, 3.030, 0.212)  -0.418
C (2.156, 3.024, 0.493)  -0.418
C (-2.789, -5.062, 2.254)  -0.562
C (-1.486, 1.781, 1.652)  -0.451
C (-4.359, -3.938, 3.855)  -0.574
C (-0.261, -1.319, 2.491)  -0.257
C (2.623, -0.175, -0.842)  -0.843
C (3.687, 1.065, -0.723)  -0.337
C (-1.789, 0.577, 2.721)  -0.088
C (-3.014, -3.811, 3.119)  0.055
B (1.823, -0.275, -2.275)  1.200
B (0.269, -1.872, -2.990)  1.049
B (-0.230, 0.418, -3.427)  1.016
H (-5.208, -4.037, 3.165)  0.245
H (-1.712, -2.476, -1.367)  -0.067
H (3.806, 1.566, -6.422)  0.456
H (-3.579, -5.204, 1.505)  0.229
H (2.466, 2.456, 1.468)  0.236
H (-2.075, 5.779, -1.264)  0.487
H (-1.828, -5.016, 1.724)  0.207
H (-4.358, -4.825, 4.499)  0.272
H (4.155, 0.997, 0.373)  0.301
H (-4.548, -3.069, 4.497)  0.270
H (-0.732, 5.295, -1.806)  0.463
H (0.287, 3.168, -0.950)  0.218
H (-0.311, 0.932, -0.150)  0.155
H (-2.370, 1.766, 0.851)  0.223
H (-2.771, -5.961, 2.881)  0.292
H (-1.543, 2.869, 2.139)  0.253
H (1.839, -0.235, 0.035)  0.307
H (-2.241, -3.843, 3.899)  0.210
H (0.001, 3.918, 0.803)  0.273
H (-2.524, -0.254, 2.337)  0.168
H (2.589, 2.098, -5.670)  0.449
H (2.423, 2.765, -1.824)  0.248
H (4.613, 0.879, -1.453)  -0.067
H (-0.581, -2.308, 3.053)  0.193
H (-2.341, 1.088, 3.648)  0.245
H (0.766, 1.094, 1.389)  0.203
H (-0.781, -1.227, 1.445)  0.127
H (-1.060, 1.283, -3.421)  -0.053
H (0.903, -1.419, 2.282)  0.207
H (3.269, -1.175, -0.754)  0.280
H (2.436, 4.169, 0.684)  0.265
H (3.953, 3.324, -0.877)  0.205

Values from the calculation:
* LUMO: -0.5198 Eh
* charge: +3
* E_tot: -2377.1752 a.u.



(3)
Below is a 2-piece molecular cluster, C2H3F2I overall at a distorted geometry, with properties calculated with ωB97M-V with the def2-TZVPD basis set.

Each line ends with the natural charge from an NBO analysis.
Element x y z (Å)
I (-3.070, 0.551, -0.178)  0.334
F (2.031, 2.329, -0.873)  -0.308
F (3.023, 2.459, 1.006)  -0.313
C (1.096, 1.079, 0.863)  -0.594
C (1.971, 1.931, 0.379)  0.756
H (1.316, 0.579, 1.842)  0.233
H (0.259, 0.832, 0.346)  0.217
H (-2.240, 1.139, 1.133)  -0.326

Values from the calculation:
* expectation value of S²: 2.00
* relative energy (zero: lowest compared OMol25 entry of this formula, charge and spin): 2.604 eV
* LUMO (spin up / spin down): 0.0303 / -0.1526 Eh
* E_tot: -575.2078 a.u.
* spin multiplicity: 3